1.
# C24H44BrN8

A cluster of 5 separate species, C24H44BrN8 in total in a non-equilibrium geometry (ωB97M-V with the def2-TZVPD basis set, OMol25).

Structure (XYZ):
```
77
C24H44BrN8, DFT ωB97M-V with the def2-TZVPD basis set
C -4.635 1.030 4.257
C -3.994 1.692 3.051
N -4.766 1.623 1.848
C -5.955 2.314 1.621
C -6.387 2.232 0.270
N -5.291 1.701 -0.427
C -4.282 1.465 0.532
C -5.211 1.474 -1.859
H -4.504 -0.050 4.319
H -5.680 1.342 4.278
H -4.281 1.407 5.217
H -3.125 1.062 2.860
H -3.720 2.734 3.215
H -6.509 2.616 2.498
H -7.244 2.569 -0.293
H -3.346 1.046 0.194
H -6.182 1.068 -2.141
H -4.445 0.712 -2.008
H -4.990 2.343 -2.478
C 2.013 -4.836 3.789
C 1.281 -3.786 2.929
N 1.129 -2.476 3.556
C 1.512 -1.957 4.833
C 1.290 -0.563 4.899
N 0.814 -0.192 3.676
C 0.772 -1.307 2.852
C 0.528 1.143 3.258
H 2.920 -4.418 4.226
H 2.221 -5.666 3.114
H 1.391 -5.367 4.510
H 0.297 -4.124 2.605
H 1.827 -3.604 2.003
H 2.044 -2.652 5.466
H 1.551 0.187 5.631
H 0.516 -1.234 1.805
H 0.112 1.219 2.254
H 1.435 1.719 3.078
H -0.224 1.566 3.924
C 2.475 -3.245 -4.311
C 0.960 -3.363 -4.285
N 0.225 -2.231 -4.911
C -0.322 -1.123 -4.295
C -1.128 -0.484 -5.234
N -0.722 -1.031 -6.476
C -0.038 -2.167 -6.277
C -1.210 -0.419 -7.657
H 2.779 -2.262 -3.952
H 2.953 -3.297 -5.289
H 2.879 -3.929 -3.565
H 0.663 -3.508 -3.246
H 0.673 -4.250 -4.850
H -0.242 -0.960 -3.230
H -1.806 0.357 -5.207
H 0.268 -2.859 -7.047
H -2.274 -0.186 -7.624
H -0.951 -1.011 -8.535
H -0.814 0.573 -7.875
C 5.439 3.363 2.317
C 3.959 3.281 2.255
N 3.502 2.353 1.260
C 3.511 0.986 1.317
C 3.069 0.497 0.109
N 2.692 1.591 -0.722
C 2.991 2.720 -0.013
C 2.125 1.472 -2.107
H 5.709 4.151 3.019
H 5.907 3.352 1.333
H 5.864 2.460 2.755
H 3.586 4.221 1.848
H 3.450 2.945 3.158
H 4.076 0.556 2.130
H 2.989 -0.537 -0.190
H 2.868 3.783 -0.155
H 1.094 1.119 -2.065
H 2.561 0.644 -2.666
H 2.257 2.440 -2.589
Br -0.903 -0.036 -0.491
```

For the LUMO energy, the calculation gives -6.51 eV. The value obtained for the energy relative to the best compared isomer or geometry (same formula, charge and spin) is 69.3 kcal/mol. The highest occupied orbital energy comes out at -15.04 eV. As for the spin multiplicity: 1. As for the net charge: +3. Its electronic energy is -3952.03943 a.u.

=====

2.
# C24H44Cl3N2O4SiTb

A structure of composition C24H44Cl3N2O4SiTb in a non-equilibrium geometry (ωB97M-V with the def2-TZVPD basis set, OMol25).

Structure (XYZ):
```
79
C24H44Cl3N2O4SiTb, DFT ωB97M-V with the def2-TZVPD basis set
C 2.409 -2.586 -3.622
C 2.839 -1.506 -2.641
H 3.315 -2.938 -4.128
H 1.676 -2.251 -4.376
H 1.968 -3.436 -3.078
C 3.993 -0.754 -2.811
C 4.692 -0.683 -4.110
H 4.443 -0.343 -1.916
H 3.998 -0.512 -4.953
H 5.239 -1.626 -4.286
H 5.424 0.132 -4.083
Tb -1.749 0.957 0.893
Cl -0.871 -1.486 1.393
Cl -4.095 1.808 0.234
H -5.679 1.405 4.495
H -6.016 -1.375 4.584
C -5.495 1.163 3.438
C -5.702 -1.304 3.539
N -4.831 -0.142 3.352
H -4.889 1.930 2.947
C -3.531 -0.282 3.149
O -2.724 0.673 2.922
H -5.153 -2.205 3.253
H -3.176 -1.333 3.197
H -6.465 1.064 2.940
H -6.597 -1.182 2.921
H 0.226 1.056 -3.552
H 3.098 2.153 -2.731
C 0.148 2.130 -3.343
C 2.375 2.988 -2.663
N 1.048 2.507 -2.254
H -0.883 2.395 -3.100
C 0.716 2.551 -0.953
O -0.426 2.306 -0.470
H 2.740 3.727 -1.930
H 1.560 2.860 -0.295
H 0.491 2.680 -4.223
H 2.279 3.453 -3.657
O 1.642 -0.871 -2.141
C 2.319 -1.561 -1.114
C 3.184 0.578 -0.035
C 2.927 -0.808 -0.001
H 2.957 1.126 -0.947
C 3.759 1.233 1.056
H 1.885 -2.524 -0.822
C 3.248 -1.507 1.199
H 3.947 2.307 0.987
C 4.136 0.524 2.196
C 3.869 -0.860 2.262
H 3.043 -2.575 1.260
H 4.648 1.049 3.017
H 4.172 -1.423 3.158
Si -2.576 -1.851 -2.242
Cl -1.305 -0.096 -1.490
C -4.149 -0.953 -2.862
C -2.980 -2.839 -0.734
C -1.791 -2.863 -3.566
H -4.456 -0.134 -2.178
H -4.991 -1.674 -2.914
H -3.998 -0.526 -3.871
H -1.467 -2.291 -4.443
H -2.585 -3.559 -3.877
H -0.954 -3.449 -3.175
H -2.094 -3.087 -0.133
H -3.499 -3.777 -0.992
H -3.666 -2.249 -0.111
C 0.670 0.976 4.655
C 0.830 2.473 4.304
C 0.374 2.635 2.852
O 0.125 1.283 2.336
C 0.704 0.307 3.286
H 1.457 0.591 5.317
H -0.309 0.771 5.116
H 1.886 2.754 4.395
H 0.238 3.103 4.971
H -0.566 3.205 2.770
H 1.148 3.102 2.223
H 1.738 0.072 2.979
H 0.084 -0.605 3.228
```

For the LUMO energy (spin up / spin down), the calculation gives 0.03 / 0.05 eV. The value obtained for the energy relative to the best compared isomer or geometry (same formula, charge and spin) is 0.0 kcal/mol. The highest occupied orbital energy (spin up / spin down) comes out at -3.47 / -3.47 eV. Its expectation value of S² is 12.680. As for the spin multiplicity: 7. Its electronic energy is -3845.97683 a.u.

=====

3.
# C24H44F12N8P2

A cluster of 6 separate species, C24H44F12N8P2 in total in a non-equilibrium geometry (ωB97M-V with the def2-TZVPD basis set, OMol25).

Structure (XYZ):
```
90
C24H44F12N8P2, DFT ωB97M-V with the def2-TZVPD basis set
C -4.401 -3.260 -3.853
C -3.549 -2.161 -3.199
N -2.369 -1.703 -4.015
C -2.546 -1.077 -5.274
C -1.292 -0.699 -5.666
N -0.391 -1.140 -4.769
C -1.082 -1.823 -3.846
C 1.056 -1.096 -4.913
H -5.020 -2.879 -4.665
H -5.204 -3.469 -3.146
H -3.962 -4.219 -4.127
H -3.199 -2.507 -2.226
H -4.111 -1.240 -3.046
H -3.530 -0.997 -5.712
H -0.906 -0.261 -6.574
H -0.585 -2.277 -3.002
H 1.359 -0.049 -4.925
H 1.255 -1.523 -5.895
H 1.595 -1.692 -4.177
C -7.297 1.990 -3.154
C -6.348 3.203 -3.066
N -5.101 2.918 -2.429
C -4.945 1.997 -1.412
C -3.586 1.717 -1.291
N -2.985 2.570 -2.161
C -3.907 3.183 -2.969
C -1.510 2.800 -2.256
H -8.095 2.186 -3.870
H -7.815 1.935 -2.197
H -6.988 0.975 -3.405
H -6.799 3.934 -2.396
H -6.188 3.747 -3.997
H -5.771 1.538 -0.889
H -3.082 0.922 -0.762
H -3.732 3.801 -3.837
H -1.252 3.747 -2.729
H -1.041 2.045 -2.887
H -1.150 2.797 -1.227
C 2.543 4.038 6.120
C 2.958 2.541 6.350
N 2.058 1.667 5.514
C 1.946 1.648 4.156
C 1.128 0.633 3.751
N 0.561 0.077 4.873
C 1.145 0.714 5.976
C -0.410 -1.030 4.960
H 2.633 4.383 5.090
H 3.174 4.804 6.573
H 1.577 4.247 6.579
H 2.964 2.310 7.415
H 3.974 2.482 5.961
H 2.562 2.354 3.618
H 0.744 0.330 2.788
H 0.929 0.596 7.027
H -0.215 -1.650 5.834
H -0.375 -1.662 4.072
H -1.402 -0.614 5.137
C 2.793 -3.268 3.452
C 2.412 -3.713 1.979
N 3.483 -3.361 1.046
C 3.615 -2.265 0.194
C 4.875 -2.245 -0.426
N 5.525 -3.319 0.089
C 4.738 -3.940 1.033
C 6.907 -3.650 -0.253
H 1.917 -3.210 4.097
H 3.134 -2.232 3.426
H 3.549 -3.985 3.770
H 1.543 -3.179 1.594
H 2.172 -4.774 1.918
H 2.813 -1.546 0.106
H 5.359 -1.642 -1.180
H 5.016 -4.808 1.612
H 6.936 -4.641 -0.705
H 7.487 -3.827 0.653
H 7.445 -2.906 -0.840
P 2.436 3.814 0.770
F 1.179 4.250 -0.256
F 3.353 3.138 -0.431
F 2.952 5.347 0.560
F 3.665 3.463 1.789
F 1.644 4.249 2.139
F 1.728 2.412 1.037
P -0.406 -0.883 0.130
F -0.308 -0.297 -1.410
F -1.875 -1.411 -0.172
F 0.411 -2.219 -0.311
F -0.523 -1.466 1.635
F 1.048 -0.198 0.509
F -1.041 0.512 0.615
```

For the LUMO energy, the calculation gives -4.18 eV. The value obtained for the energy relative to the best compared isomer or geometry (same formula, charge and spin) is 70.9 kcal/mol. The highest occupied orbital energy comes out at -13.54 eV. As for the spin multiplicity: 1. As for the net charge: +2. Its electronic energy is -3259.93808 a.u.

=====

4.
# C24H44FNO7Si

A cluster of 3 separate species, C24H44FNO7Si in total in a non-equilibrium geometry (ωB97M-V with the def2-TZVPD basis set, OMol25).

Structure (XYZ):
```
78
C24H44FNO7Si, DFT ωB97M-V with the def2-TZVPD basis set
C 4.462 -0.235 3.708
C 3.701 -0.879 2.545
C 3.841 -0.047 1.271
C 3.027 -0.453 0.037
C 1.476 -0.426 0.117
C 0.909 0.206 -1.158
C -0.597 0.179 -1.351
O -1.260 0.871 -0.290
Si -2.889 0.593 -0.077
C -3.345 1.370 1.546
C -3.265 -1.234 0.008
C -3.861 1.412 -1.447
O 1.013 0.271 1.300
C 0.890 1.612 1.285
O 1.573 2.340 0.575
C -0.148 2.113 2.245
C -0.933 3.274 1.673
N -1.669 3.997 2.424
C 0.891 -1.837 0.281
F 1.355 -2.365 1.508
C 1.238 -2.841 -0.823
C 0.038 -3.509 -1.505
H 5.501 -0.015 3.444
H 3.989 0.720 3.974
H 4.432 -0.860 4.606
H 4.076 -1.895 2.381
H 2.648 -0.958 2.836
H 3.670 1.007 1.508
H 4.896 -0.119 0.965
H 3.311 0.248 -0.759
H 3.365 -1.441 -0.291
H 1.348 -0.331 -2.011
H 1.262 1.235 -1.239
H -0.965 -0.849 -1.428
H -0.818 0.666 -2.312
H -4.420 1.292 1.734
H -2.821 0.840 2.353
H -3.028 2.415 1.603
H -4.302 -1.390 0.330
H -3.123 -1.733 -0.957
H -2.592 -1.726 0.722
H -4.030 0.785 -2.326
H -4.839 1.703 -1.043
H -3.358 2.333 -1.765
H 0.361 2.446 3.156
H -0.825 1.297 2.527
H -0.825 3.442 0.595
H -2.139 4.716 1.875
H -0.198 -1.758 0.406
H 1.916 -2.426 -1.573
H 1.810 -3.629 -0.318
H -0.402 -2.894 -2.294
H -0.734 -3.764 -0.768
H 0.354 -4.444 -1.980
O -3.857 6.547 1.896
C -3.700 6.852 0.754
O -2.683 6.338 0.015
C -2.655 6.936 -1.292
C -4.071 7.458 -1.521
C -4.504 7.815 -0.100
H -1.914 7.737 -1.285
H -2.345 6.176 -2.005
H -4.107 8.286 -2.225
H -4.700 6.656 -1.908
H -4.217 8.830 0.180
H -5.565 7.683 0.089
O 3.013 -4.809 -2.720
C 2.895 -5.933 -2.333
O 2.490 -6.936 -3.146
C 2.333 -8.157 -2.402
C 3.205 -7.985 -1.161
C 3.121 -6.476 -0.934
H 1.276 -8.269 -2.151
H 2.634 -8.982 -3.041
H 2.870 -8.588 -0.321
H 4.234 -8.266 -1.391
H 2.260 -6.197 -0.322
H 4.016 -6.038 -0.503
```

As for the structure (SMILES): [H]/N=C/CC(=O)O[C@](CCCC)(CCO[Si](C)(C)C)[C@H](F)CC.O=C1CCCO1.O=C1CCCO1. For the LUMO energy, the calculation gives 0.57 eV. The value obtained for the energy relative to the best compared isomer or geometry (same formula, charge and spin) is 0.0 kcal/mol. The highest occupied orbital energy comes out at -9.47 eV. As for the spin multiplicity: 1. Its electronic energy is -1911.77120 a.u.